Formula: C91H191Cl10N9O9
Source: OMol25
Level of theory: wB97M-V/def2-TZVPD

Its HOMO energy is -8.1 eV. The LUMO energy is 0.187 eV. Its largest force on an atom is 3.9 eV Å⁻¹. Its multiplicity is 1.

Last column: Löwdin charge in e.
Element x y z (Å)
C 5.841 5.934 6.897  -0.025
C 4.995 4.866 6.109  -0.459
C 4.099 5.622 5.058  -0.125
C 3.392 4.687 4.074  -0.179
C 4.580 4.066 3.365  -0.138
C 5.440 3.179 4.294  -0.529
N 5.943 3.969 5.376  -0.100
O 6.651 3.123 6.327  -0.027
C 4.648 2.004 4.815  -0.058
C 6.704 2.815 3.472  -0.011
C 4.124 4.036 7.113  -0.035
H 6.662 6.036 6.243  0.057
H 6.140 5.512 7.886  0.090
H 5.234 6.864 7.063  0.094
H 3.389 6.247 5.659  0.123
H 4.824 6.206 4.540  0.104
H 2.675 5.180 3.404  0.078
H 2.777 3.957 4.613  0.085
H 5.228 4.768 2.892  0.112
H 4.175 3.454 2.569  0.110
H 5.156 1.559 5.685  0.075
H 3.596 2.297 5.055  0.048
H 4.610 1.108 4.097  0.068
H 7.421 3.608 3.390  0.079
H 7.186 2.099 4.133  0.084
H 6.422 2.550 2.484  0.047
H 3.262 3.474 6.715  0.046
H 3.704 4.710 7.886  0.085
H 4.695 3.194 7.570  0.089
H 7.515 3.531 6.328  0.099
C -5.571 0.896 -0.450  -0.022
C -5.323 2.358 -0.605  -0.508
C -4.448 2.852 0.549  -0.150
C -3.831 4.211 0.381  -0.183
C -3.165 4.370 -0.976  -0.113
C -4.049 3.865 -2.181  -0.484
N -4.530 2.528 -1.852  -0.073
O -5.296 2.022 -2.951  -0.036
C -5.076 4.975 -2.496  -0.027
C -3.133 3.694 -3.425  -0.038
C -6.599 3.249 -0.602  -0.008
H -4.549 0.431 -0.388  0.069
H -6.069 0.438 -1.350  0.103
H -6.066 0.560 0.455  0.086
H -5.088 2.831 1.452  0.134
H -3.634 2.113 0.728  0.109
H -3.060 4.306 1.156  0.100
H -4.609 4.926 0.536  0.093
H -2.288 3.751 -0.991  0.074
H -2.815 5.420 -1.214  0.136
H -5.963 4.681 -3.024  0.076
H -5.421 5.388 -1.615  0.038
H -4.500 5.697 -3.097  0.092
H -2.671 4.672 -3.576  0.074
H -2.263 2.955 -3.382  0.084
H -3.723 3.379 -4.319  0.084
H -6.849 3.406 -1.652  0.068
H -6.380 4.240 -0.171  0.068
H -7.464 2.919 -0.011  0.090
H -4.832 1.295 -3.355  0.043
C -2.582 0.211 -5.242  -0.029
C -3.562 -0.529 -6.123  -0.468
C -2.880 -1.570 -6.989  -0.142
C -2.440 -2.851 -6.340  -0.173
C -3.620 -3.467 -5.624  -0.159
C -4.251 -2.544 -4.615  -0.506
N -4.618 -1.275 -5.365  -0.067
O -5.237 -0.487 -4.390  -0.048
C -5.575 -3.200 -4.226  -0.043
C -3.460 -2.428 -3.351  -0.032
C -4.308 0.565 -6.986  0.001
H -3.040 0.889 -4.530  0.062
H -1.868 0.770 -5.800  0.070
H -1.933 -0.489 -4.699  0.062
H -3.522 -1.776 -7.823  0.121
H -1.987 -1.104 -7.420  0.090
H -1.632 -2.690 -5.597  0.101
H -2.059 -3.628 -7.046  0.129
H -3.330 -4.408 -5.187  0.125
H -4.335 -3.722 -6.380  0.113
H -5.428 -4.169 -3.725  0.087
H -6.167 -2.595 -3.561  0.073
H -6.179 -3.451 -5.126  0.096
H -3.733 -1.590 -2.757  0.049
H -3.502 -3.368 -2.692  0.112
H -2.377 -2.177 -3.512  0.083
H -5.248 0.109 -7.296  0.087
H -3.677 0.889 -7.791  0.079
H -4.555 1.422 -6.384  0.065
H -5.967 -0.130 -4.916  0.121
C 3.922 4.892 -4.827  -0.042
C 3.895 3.627 -3.952  -0.466
C 4.932 2.658 -4.600  -0.114
C 5.436 1.498 -3.677  -0.155
C 5.882 2.134 -2.363  -0.166
C 4.864 3.014 -1.661  -0.501
N 4.464 4.101 -2.647  -0.008
O 3.268 4.712 -2.041  -0.067
C 3.750 2.162 -1.086  -0.029
C 5.579 3.670 -0.473  -0.032
C 2.398 3.080 -3.950  -0.009
H 3.676 4.600 -5.835  0.084
H 4.887 5.316 -4.781  0.070
H 3.135 5.592 -4.471  0.089
H 4.610 2.232 -5.564  0.111
H 5.781 3.294 -4.867  0.110
H 6.042 0.700 -4.076  0.108
H 4.504 0.954 -3.330  0.101
H 6.798 2.704 -2.598  0.126
H 6.205 1.346 -1.666  0.113
H 3.071 1.735 -1.856  0.063
H 4.166 1.323 -0.559  0.053
H 3.137 2.645 -0.326  0.075
H 5.943 2.912 0.172  0.054
H 6.489 4.276 -0.808  0.113
H 4.878 4.352 0.060  0.081
H 1.700 3.904 -3.716  0.088
H 2.168 2.268 -3.267  0.031
H 2.110 2.683 -4.926  0.051
H 3.383 5.618 -2.302  0.082
C 0.195 -4.445 -1.913  -0.003
C 1.088 -5.707 -2.224  -0.497
C 2.549 -5.350 -1.947  -0.197
C 3.501 -6.485 -2.010  -0.192
C 2.966 -7.568 -1.011  -0.117
C 1.491 -8.014 -1.249  -0.487
N 0.672 -6.739 -1.274  -0.063
O -0.708 -7.103 -1.546  -0.078
C 1.367 -8.899 -2.560  -0.024
C 1.006 -8.831 -0.078  -0.046
C 0.926 -6.134 -3.687  -0.020
H 0.393 -3.636 -2.571  0.037
H 0.468 -4.194 -0.943  0.037
H -0.921 -4.726 -1.904  0.106
H 2.861 -4.497 -2.573  0.052
H 2.733 -5.060 -0.902  0.119
H 4.466 -6.159 -1.600  0.106
H 3.776 -6.954 -2.985  0.117
H 3.020 -7.277 0.054  0.117
H 3.544 -8.574 -1.094  0.143
H 0.335 -8.999 -2.873  0.077
H 2.051 -8.554 -3.333  0.051
H 1.822 -9.863 -2.215  0.090
H 0.964 -8.173 0.761  0.063
H 0.003 -9.214 -0.256  0.084
H 1.615 -9.662 0.105  0.066
H 1.725 -6.852 -3.982  0.061
H 1.047 -5.225 -4.350  0.081
H -0.060 -6.649 -3.835  0.098
H -1.214 -6.902 -0.728  0.051
C -0.412 -5.960 2.166  -0.028
C -1.944 -5.884 2.056  -0.492
C -2.279 -4.465 1.643  -0.136
C -3.743 -4.251 1.182  -0.151
C -4.066 -5.243 0.068  -0.124
C -3.735 -6.718 0.456  -0.453
N -2.335 -6.809 0.911  -0.077
O -1.957 -8.154 1.260  -0.029
C -4.903 -7.297 1.465  0.018
C -3.809 -7.563 -0.795  -0.051
C -2.539 -6.318 3.382  -0.021
H -0.131 -6.877 2.634  0.071
H 0.003 -5.055 2.593  0.075
H 0.060 -5.961 1.153  0.081
H -2.041 -3.828 2.500  0.113
H -1.629 -4.255 0.810  0.106
H -3.847 -3.229 0.710  0.108
H -4.461 -4.216 1.992  0.107
H -3.535 -4.998 -0.849  0.102
H -5.131 -5.152 -0.146  0.121
H -5.065 -6.791 2.365  0.039
H -5.744 -7.304 0.794  0.075
H -4.587 -8.305 1.675  0.064
H -4.740 -7.529 -1.300  0.070
H -3.053 -7.381 -1.596  0.095
H -3.741 -8.617 -0.543  0.085
H -1.988 -5.825 4.219  0.084
H -2.586 -7.399 3.621  0.093
H -3.542 -5.907 3.463  0.067
H -2.452 -8.542 1.981  0.074
C -3.215 4.709 4.469  -0.019
C -1.941 4.795 5.285  -0.498
C -1.220 6.035 4.774  -0.135
C -0.029 6.476 5.718  -0.147
C -0.532 6.634 7.185  -0.116
C -1.171 5.334 7.674  -0.521
N -2.223 4.991 6.723  -0.073
O -2.930 3.806 7.189  -0.034
C -0.225 4.174 7.922  -0.037
C -1.851 5.606 9.089  -0.025
C -1.076 3.526 4.970  -0.036
H -4.064 5.062 5.014  0.077
H -3.466 3.648 4.159  0.087
H -3.072 5.347 3.601  0.074
H -0.843 5.810 3.779  0.063
H -1.873 6.905 4.819  0.123
H 0.552 7.333 5.314  0.114
H 0.748 5.743 5.629  0.067
H -1.203 7.476 7.262  0.110
H 0.333 6.851 7.871  0.133
H -0.774 3.325 8.403  0.098
H 0.197 3.813 6.998  0.036
H 0.550 4.457 8.633  0.088
H -1.024 5.935 9.790  0.102
H -2.561 6.461 8.970  0.088
H -2.459 4.850 9.496  0.049
H -1.156 3.335 3.905  0.032
H -1.485 2.564 5.438  0.074
H 0.025 3.652 5.124  0.072
H -3.770 4.249 7.357  0.105
C 3.474 -1.066 -5.738  -0.004
C 1.903 -1.372 -5.742  -0.436
C 1.173 -0.075 -5.345  -0.157
C 1.216 0.921 -6.431  -0.191
C 0.550 0.301 -7.689  -0.089
C 1.336 -0.938 -8.235  -0.537
N 1.458 -1.834 -7.075  -0.058
O 2.353 -2.964 -7.377  -0.037
C 0.522 -1.643 -9.311  -0.028
C 2.689 -0.582 -8.804  -0.031
C 1.654 -2.464 -4.683  -0.041
H 3.960 -1.999 -5.952  0.075
H 3.742 -0.891 -4.710  0.042
H 3.840 -0.210 -6.321  0.066
H 0.129 -0.135 -5.062  0.097
H 1.749 0.262 -4.538  0.085
H 2.260 1.096 -6.655  0.085
H 0.697 1.887 -6.214  0.124
H 0.501 0.999 -8.528  0.126
H -0.404 -0.107 -7.375  0.078
H 1.190 -2.351 -9.779  0.076
H -0.353 -2.155 -8.877  0.086
H 0.271 -0.898 -10.091  0.099
H 3.288 0.084 -8.229  0.051
H 3.281 -1.525 -8.807  0.099
H 2.556 -0.241 -9.821  0.085
H 2.304 -3.329 -4.827  0.076
H 0.669 -2.886 -4.847  0.070
H 1.773 -2.063 -3.687  0.047
H 1.711 -3.461 -7.887  0.089
C -0.851 0.277 2.758  -0.035
C -0.788 -0.314 1.333  -0.421
C -2.179 -0.804 0.928  -0.170
C -2.312 -1.056 -0.516  -0.208
C -1.920 0.185 -1.302  -0.097
C -0.445 0.456 -1.044  -0.473
N -0.272 0.664 0.398  -0.066
O 1.120 0.862 0.756  -0.073
C 0.540 -0.571 -1.652  0.004
C -0.090 1.843 -1.623  -0.019
C 0.133 -1.713 1.542  0.014
H -1.393 -0.294 3.474  0.061
H -1.322 1.230 2.595  0.067
H 0.139 0.471 3.100  0.063
H -2.451 -1.673 1.500  0.081
H -2.930 -0.075 1.310  0.097
H -3.292 -1.394 -0.700  0.074
H -1.688 -1.903 -0.811  0.113
H -2.544 1.046 -0.918  0.119
H -2.056 -0.012 -2.377  0.106
H 1.592 -0.415 -1.560  0.060
H 0.349 -1.509 -1.080  0.062
H 0.329 -0.737 -2.679  0.052
H -0.216 1.775 -2.703  0.081
H -0.712 2.576 -1.150  0.052
H 0.955 2.062 -1.423  0.053
H 0.416 -2.168 0.594  0.039
H -0.529 -2.345 2.160  0.051
H 1.067 -1.637 2.121  0.068
H 1.097 1.729 1.245  -0.002
Cl -0.370 -0.125 8.275  0.625
C 0.001 0.238 6.612  -0.714
C 1.316 0.840 6.376  -0.605
Cl 2.797 -0.253 6.565  0.534
H -0.706 0.931 6.211  0.028
H -0.054 -0.648 6.032  0.049
H 1.583 1.592 7.110  0.044
H 1.404 1.266 5.343  0.080
Cl -4.430 -0.453 3.852  0.621
C -3.842 0.801 4.907  -0.709
C -3.537 0.317 6.292  -0.732
Cl -4.909 -0.062 7.305  0.589
H -4.533 1.633 4.921  0.069
H -2.885 1.189 4.521  0.040
H -3.066 1.169 6.771  0.038
H -2.819 -0.563 6.273  0.081
Cl 0.571 3.843 1.651  0.658
C 1.055 5.106 0.446  -0.581
C 0.998 6.547 0.950  -0.577
Cl -0.734 7.019 1.242  0.549
H 0.462 4.953 -0.409  0.049
H 2.071 4.830 0.282  0.034
H 1.478 7.229 0.240  0.081
H 1.569 6.618 1.904  0.068
Cl -1.181 -3.916 6.788  0.535
C 0.535 -4.062 6.225  -0.601
C 1.282 -4.363 7.537  -0.655
Cl 3.040 -4.729 7.257  0.514
H 0.881 -3.111 5.813  0.059
H 0.496 -4.792 5.478  0.031
H 0.814 -5.237 7.965  0.050
H 1.064 -3.478 8.155  0.066
Cl 4.342 -2.527 -2.039  0.654
C 5.099 -1.630 -0.712  -0.630
C 4.072 -1.384 0.384  -0.604
Cl 4.890 -0.469 1.746  0.554
H 5.418 -0.746 -1.207  0.023
H 5.846 -2.350 -0.365  0.074
H 3.653 -2.296 0.778  0.066
H 3.275 -0.760 -0.023  0.035